# 1
Entry from the OMol25 dataset: a structure of composition C3H5NO2 (wB97M-V/def2-TZVPD).

Each line ends with the Mulliken charge.
Element x y z (Å)
N  1.47531  -0.41247  0.30826  -0.652
C  0.23833  -0.12773  -0.37054  0.267
C  -1.08440  -0.69862  0.17958  -0.460
O  -1.64540  0.64450  0.25099  -0.331
C  -0.45724  1.21100  -0.09310  0.439
O  -0.15679  2.36638  -0.08080  -0.547
H  1.75275  0.35834  0.90634  0.252
H  2.22939  -0.57843  -0.34515  0.253
H  0.32619  -0.29909  -1.44858  0.274
H  -1.68184  -1.32810  -0.48342  0.232
H  -0.99629  -1.13578  1.17643  0.271

The energy above the lowest of the compared OMol25 structures with the same formula, charge and spin is 112.3 kJ/mol. The calculation puts the LUMO energy at 0.7756 eV. The value obtained for the largest force on an atom is 0.72 eV/A. For the HOMO-LUMO gap, the calculation gives 10.76 eV. The calculation puts the HOMO energy at -9.986 eV.

=====

# 2
Entry from the OMol25 dataset: a structure of composition C3H7N2O at a distorted geometry (wB97M-V/def2-TZVPD).

Each line ends with the Mulliken charge.
Element x y z (Å)
C  2.04398  0.13348  -0.08662  0.099
C  -1.32639  -0.29553  -0.63209  -0.404
C  -0.73126  0.35589  0.58018  0.227
N  1.11495  0.90381  0.28592  -0.270
N  -0.69281  -0.99082  0.45454  -0.476
O  1.91628  -1.07759  -0.42779  -0.360
H  3.10443  0.48231  -0.16865  0.366
H  -2.35548  -0.07226  -0.67642  0.319
H  -0.84763  -0.37261  -1.68872  0.209
H  -1.19950  0.96684  1.30828  0.428
H  1.19503  1.88869  0.53533  0.245
H  -1.13569  -1.51008  1.10585  0.207
H  1.02401  -1.21612  -0.48647  0.411

The energy above the lowest of the compared OMol25 structures with the same formula, charge and spin is 379.3 kJ/mol. The calculation puts the LUMO energy at -4.0416 eV. The value obtained for the largest force on an atom is 4.75 eV/A. For the HOMO-LUMO gap, the calculation gives 11.60 eV. The calculation puts the HOMO energy at -15.645 eV. As for the charge: +1.

=====

# 3
Entry from the OMol25 dataset: an isolated molecule of C17H20N2O4 at a distorted geometry (wB97M-V/def2-TZVPD).

Each line ends with the Mulliken charge.
Element x y z (Å)
C  -4.42994  -3.83386  -1.54405  -1.496
C  -3.68526  -3.08504  -0.60771  0.967
C  -4.05726  -2.21755  0.23890  0.760
C  -5.40301  -1.72731  0.70318  -2.062
H  -5.61843  -0.54801  0.59047  0.249
H  -5.46777  -1.84829  1.85746  0.315
H  -5.94942  -2.36541  0.31048  0.643
C  -2.89359  -1.37703  1.12466  -1.658
C  -1.81854  -0.78873  0.16785  -0.718
C  -0.71473  -0.25219  0.98384  -0.027
O  -0.27130  -0.42972  1.93488  -0.390
N  0.08577  0.76389  0.09463  -0.435
H  -0.24303  0.86894  -0.65378  0.242
N  1.18336  1.20730  0.63796  -0.062
C  1.96875  2.02491  -0.06921  0.054
O  1.97764  1.96888  -1.19914  -0.538
C  3.15181  2.45283  0.81921  1.005
C  3.84551  3.59949  0.17527  -1.038
C  4.77398  4.22926  0.58542  -0.183
C  5.47465  3.63187  1.87362  -0.508
C  4.78587  2.67483  2.44042  -0.430
C  3.91942  1.91553  1.78937  -0.180
H  3.36517  1.02836  2.16169  0.317
H  5.36765  2.04649  3.34265  0.176
H  6.12699  4.36830  2.17224  0.406
H  5.24881  5.08035  0.24501  0.498
H  3.32216  4.03327  -0.64167  0.318
H  1.23567  1.10220  1.54908  0.319
H  -2.18785  -0.17050  -0.33909  1.539
C  -1.25207  -2.05425  -0.70957  0.480
C  -1.14400  -1.38178  -2.27169  0.388
O  -1.17405  -0.11343  -2.39961  -0.607
O  -0.99554  -2.37868  -3.13845  -0.344
H  -0.90414  -1.88949  -3.84147  0.345
C  -2.07288  -3.25850  -0.63088  -2.165
H  -1.72277  -3.90304  -0.02063  0.828
H  -1.98553  -3.75450  -1.62490  0.609
H  -0.07028  -2.44496  -0.43896  0.359
H  -3.21107  -0.69752  1.75497  0.838
H  -2.17003  -2.22013  1.72900  0.207
H  -4.29610  -4.98511  -1.33972  0.223
H  -3.89554  -3.59461  -2.57472  0.282
H  -5.40533  -3.46628  -1.34770  0.474

The energy above the lowest of the compared OMol25 structures with the same formula, charge and spin is 1562.0 kJ/mol. As for the SMILES: CC1=C(C)C[C@@H](C(=O)NNC(=O)c2ccccc2)[C@H](C(=O)O)C1. The calculation puts the LUMO energy at 0.4574 eV. The value obtained for the largest force on an atom is 19.06 eV/A. For the HOMO-LUMO gap, the calculation gives 8.11 eV. The calculation puts the HOMO energy at -7.653 eV.

=====

# 4
Entry from the OMol25 dataset: a cluster of 2 separate species, C2H6Br2N in total at a distorted geometry (wB97M-V/def2-TZVPD).

Each line ends with the Mulliken charge.
Element x y z (Å)
C  -0.97995  -1.08510  1.01081  -0.562
C  -0.62509  -0.08141  0.23383  0.139
N  0.19630  -0.20559  -0.99538  -0.321
Br  2.59091  1.76221  -0.07935  -0.153
Br  -1.44464  1.67992  0.22098  0.026
H  -0.64662  -2.05819  0.99801  0.359
H  -1.79065  -0.79184  1.74181  0.211
H  1.49401  1.46205  0.67865  0.248
H  1.07060  -0.87489  -0.82511  0.404
H  -0.29732  -0.58802  -1.82185  0.350
H  0.43245  0.78086  -1.16241  0.299

The energy above the lowest of the compared OMol25 structures with the same formula, charge and spin is 85.9 kJ/mol. The calculation puts the LUMO energy at -4.1103 eV. The value obtained for the largest force on an atom is 3.97 eV/A. For the HOMO-LUMO gap, the calculation gives 10.69 eV. The calculation puts the HOMO energy at -14.799 eV. As for the charge: +1.